1.
DFT (wB97M-V/def2-TZVPD) results for C3H17B2ClCrN3O10 as an isolated structure at a distorted geometry.

```
37
Properties=species:S:1:pos:R:3
Cr -21.20 16.11 -22.32
Cl -24.60 16.07 -20.70
O -25.19 17.00 -19.78
O -24.29 14.83 -20.06
O -25.52 15.95 -21.79
O -23.33 16.57 -21.12
B -19.48 15.16 -23.66
H -18.46 14.81 -23.69
H -20.04 14.75 -22.84
H -19.45 16.23 -23.52
H -19.95 15.03 -24.63
B -20.25 17.72 -21.15
H -20.72 17.92 -20.20
H -21.00 17.91 -21.90
H -19.41 18.38 -21.29
H -19.91 16.69 -21.14
C -21.16 13.99 -18.40
N -20.94 13.85 -19.85
O -21.23 14.73 -20.59
O -20.57 12.79 -20.27
H -20.53 14.81 -18.04
H -20.90 13.03 -17.95
H -22.20 14.32 -18.38
C -24.18 12.51 -22.67
N -23.51 13.78 -23.30
O -22.54 14.16 -22.75
O -24.00 14.41 -24.22
H -23.53 11.93 -22.01
H -24.47 11.88 -23.51
H -25.09 12.89 -22.19
C -24.08 17.84 -25.30
N -22.64 17.43 -25.00
O -22.35 17.09 -23.88
O -21.85 17.15 -25.90
H -24.66 16.92 -25.36
H -24.20 18.42 -26.22
H -24.50 18.38 -24.45
```

The value obtained for the calculated total energy is -70609.54239 eV. As for the LUMO energy (alpha / beta): 2.2 / 2.2 eV. As for the energy relative to the best compared isomer or geometry (same formula, charge and spin): 3.127 eV. For the HOMO energy (alpha / beta), the calculation gives -0.17293 / -0.23524 hartree. The calculation puts the HOMO-LUMO gap (alpha / beta) at 6.95 / 8.63 eV. The spin multiplicity is 5. As for the total charge: -1.


2.
DFT (wB97M-V/def2-TZVPD) results for a 5-piece molecular cluster, C3H17NO4 overall at a distorted geometry.

```
25
Properties=species:S:1:pos:R:3
C -2.54 -0.77 -0.05
C -1.87 0.51 0.32
N -0.48 0.63 -0.21
C -0.39 0.66 -1.67
H -2.43 -0.69 -1.11
H -3.55 -0.73 0.28
H -1.87 -1.49 0.48
H -1.86 0.59 1.40
H -2.50 1.40 0.01
H 0.11 -0.06 0.23
H -1.30 0.35 -2.25
H -0.20 1.64 -2.08
H 0.46 -0.10 -1.90
O 1.47 3.34 0.24
H 0.91 2.43 0.20
H 1.97 3.17 -0.56
O 1.57 -2.18 0.56
H 0.99 -1.72 -0.02
H 2.34 -1.50 0.61
O -0.01 -1.66 2.58
H 0.19 -1.37 3.52
H 0.93 -1.97 2.35
O 2.34 -0.06 -1.03
H 2.70 -0.94 -1.26
H 3.04 0.53 -0.62
```

The value obtained for the calculated total energy is -13065.15779 eV. As for the LUMO energy: 0.0 eV. As for the energy relative to the best compared isomer or geometry (same formula, charge and spin): 1.942 eV. For the HOMO energy, the calculation gives -0.32429 hartree. The calculation puts the HOMO-LUMO gap at 8.86 eV.


3.
DFT (wB97M-V/def2-TZVPD) results for a 5-piece molecular cluster, C3H17NO4 overall at a distorted geometry.

```
25
Properties=species:S:1:pos:R:3
C -1.25 -0.87 1.81
N -0.50 -1.03 0.56
C -0.97 -0.11 -0.46
C 0.92 -0.83 0.82
H -1.20 0.19 2.12
H -0.83 -1.56 2.53
H -2.30 -1.13 1.68
H -0.67 -0.46 -1.44
H -2.06 -0.19 -0.52
H -0.76 0.93 -0.22
H 1.37 -0.52 -0.12
H 1.42 -1.76 1.08
H 1.13 -0.18 1.67
O 1.26 2.32 1.47
H 0.66 1.70 1.92
H 0.74 3.09 1.22
O 1.86 2.08 -1.25
H 1.79 2.15 -0.28
H 2.10 1.17 -1.47
O -0.74 -4.56 -1.02
H -0.90 -3.63 -1.27
H -0.56 -4.52 -0.08
O -0.22 2.53 -3.32
H 0.42 2.12 -2.73
H -0.74 3.07 -2.71
```

The value obtained for the calculated total energy is -13066.13959 eV. As for the LUMO energy: 0.2 eV. As for the energy relative to the best compared isomer or geometry (same formula, charge and spin): 0.960 eV. For the HOMO energy, the calculation gives -0.33939 hartree. The calculation puts the HOMO-LUMO gap at 9.47 eV.


4.
DFT (wB97M-V/def2-TZVPD) results for a 5-piece molecular cluster, C3H17NO4 overall at a distorted geometry.

```
25
Properties=species:S:1:pos:R:3
C 0.50 -2.76 2.13
N 0.47 -1.31 2.15
C -0.57 -0.80 1.28
C 0.31 -0.96 3.53
H -0.42 -3.37 2.28
H 1.40 -3.02 2.66
H 0.70 -3.05 1.04
H -0.15 0.22 1.01
H -0.82 -1.49 0.48
H -1.47 -0.66 1.85
H 1.23 -0.73 4.14
H -0.35 -1.49 4.29
H -0.14 0.04 3.60
O 0.81 4.24 -1.87
H 0.23 5.01 -2.06
H 0.32 3.46 -2.27
O 2.80 2.52 -4.03
H 2.31 3.15 -3.50
H 3.16 1.86 -3.43
O -3.79 -2.42 0.48
H -3.83 -3.29 0.05
H -3.33 -1.92 -0.21
O -0.11 2.40 -4.35
H -0.02 2.14 -5.28
H 0.77 2.23 -3.97
```

The value obtained for the calculated total energy is -13065.19926 eV. As for the LUMO energy: 0.4 eV. As for the energy relative to the best compared isomer or geometry (same formula, charge and spin): 1.901 eV. For the HOMO energy, the calculation gives -0.31781 hartree. The calculation puts the HOMO-LUMO gap at 9.09 eV.


5.
DFT (wB97M-V/def2-TZVPD) results for a 7-piece molecular cluster, C3H17O9 overall at a distorted geometry.

```
29
Properties=species:S:1:pos:R:3
O 0.79 -2.29 -0.74
C 1.12 -1.34 0.00
O 0.60 -1.01 1.09
C 2.12 -0.31 -0.60
C 2.02 -0.29 -2.12
O 0.72 0.07 -2.52
H 3.11 -0.57 -0.20
H 1.81 0.71 -0.32
H 2.75 0.40 -2.54
H 2.22 -1.31 -2.45
H 0.20 -0.73 -2.34
H 0.99 2.46 1.27
H 0.54 2.71 -0.20
O 1.28 2.86 0.43
H -1.55 0.81 2.64
H -2.21 1.63 1.53
O -2.44 1.02 2.21
H -0.99 -2.10 1.09
H -1.12 -2.31 -0.34
O -1.66 -2.44 0.46
H 0.44 0.43 1.75
H 0.95 0.91 3.03
O 0.34 1.20 2.36
H -2.88 -1.10 -0.07
H -3.00 0.09 0.80
O -2.96 -0.13 -0.14
H -1.22 1.01 -1.01
H 0.04 1.26 -1.77
O -0.67 1.74 -1.34
```

The value obtained for the calculated total energy is -21817.87545 eV. As for the LUMO energy: 3.3 eV. As for the energy relative to the best compared isomer or geometry (same formula, charge and spin): 0.728 eV. For the HOMO energy, the calculation gives -0.22708 hartree. The calculation puts the HOMO-LUMO gap at 9.53 eV. As for the total charge: -1.


6.
DFT (wB97M-V/def2-TZVPD) results for C3H18B3Be2Cl6 as an isolated structure at a distorted geometry.

```
32
Properties=species:S:1:pos:R:3
Be 1.61 -0.03 2.84
Be 1.65 -0.77 -0.54
B 0.04 0.04 0.95
H 0.58 -0.96 1.23
H 0.86 0.86 0.84
H -0.42 -0.19 -0.10
H -0.73 0.28 1.78
B 2.89 -0.73 1.74
H 3.72 -1.01 0.99
H 2.51 0.36 1.54
H 2.03 -1.51 1.70
H 3.26 -0.76 2.87
B 1.94 -0.25 -2.76
H 0.99 0.29 -2.34
H 2.10 -0.05 -3.89
H 2.91 0.13 -2.21
H 1.82 -1.41 -2.53
C -1.35 -0.94 -3.78
Cl -1.06 -1.70 -2.16
Cl -2.56 -1.84 -4.66
H -1.66 0.09 -3.63
H -0.41 -0.97 -4.33
C -2.67 -0.82 3.98
Cl -3.47 0.62 4.65
Cl -0.91 -0.93 4.30
H -3.12 -1.66 4.50
H -2.83 -0.87 2.91
C -1.66 2.89 -0.72
Cl -0.61 4.08 0.06
Cl -1.07 2.27 -2.27
H -1.84 2.07 -0.03
H -2.57 3.44 -0.91
```

The value obtained for the calculated total energy is -81354.07583 eV. As for the LUMO energy: -7.0 eV. As for the energy relative to the best compared isomer or geometry (same formula, charge and spin): 0.000 eV. For the HOMO energy, the calculation gives -0.48461 hartree. The calculation puts the HOMO-LUMO gap at 6.21 eV. As for the total charge: +1.


What did the sixth record say?
DFT (wB97M-V/def2-TZVPD) results for C3H18B3Be2Cl6 as an isolated structure at a distorted geometry.

```
32
Properties=species:S:1:pos:R:3
Be 1.61 -0.03 2.84
Be 1.65 -0.77 -0.54
B 0.04 0.04 0.95
H 0.58 -0.96 1.23
H 0.86 0.86 0.84
H -0.42 -0.19 -0.10
H -0.73 0.28 1.78
B 2.89 -0.73 1.74
H 3.72 -1.01 0.99
H 2.51 0.36 1.54
H 2.03 -1.51 1.70
H 3.26 -0.76 2.87
B 1.94 -0.25 -2.76
H 0.99 0.29 -2.34
H 2.10 -0.05 -3.89
H 2.91 0.13 -2.21
H 1.82 -1.41 -2.53
C -1.35 -0.94 -3.78
Cl -1.06 -1.70 -2.16
Cl -2.56 -1.84 -4.66
H -1.66 0.09 -3.63
H -0.41 -0.97 -4.33
C -2.67 -0.82 3.98
Cl -3.47 0.62 4.65
Cl -0.91 -0.93 4.30
H -3.12 -1.66 4.50
H -2.83 -0.87 2.91
C -1.66 2.89 -0.72
Cl -0.61 4.08 0.06
Cl -1.07 2.27 -2.27
H -1.84 2.07 -0.03
H -2.57 3.44 -0.91
```

The value obtained for the calculated total energy is -81354.07583 eV. As for the LUMO energy: -7.0 eV. As for the energy relative to the best compared isomer or geometry (same formula, charge and spin): 0.000 eV. For the HOMO energy, the calculation gives -0.48461 hartree. The calculation puts the HOMO-LUMO gap at 6.21 eV. As for the total charge: +1.


Repeat the second record exactly.
DFT (wB97M-V/def2-TZVPD) results for a 5-piece molecular cluster, C3H17NO4 overall at a distorted geometry.

```
25
Properties=species:S:1:pos:R:3
C -2.54 -0.77 -0.05
C -1.87 0.51 0.32
N -0.48 0.63 -0.21
C -0.39 0.66 -1.67
H -2.43 -0.69 -1.11
H -3.55 -0.73 0.28
H -1.87 -1.49 0.48
H -1.86 0.59 1.40
H -2.50 1.40 0.01
H 0.11 -0.06 0.23
H -1.30 0.35 -2.25
H -0.20 1.64 -2.08
H 0.46 -0.10 -1.90
O 1.47 3.34 0.24
H 0.91 2.43 0.20
H 1.97 3.17 -0.56
O 1.57 -2.18 0.56
H 0.99 -1.72 -0.02
H 2.34 -1.50 0.61
O -0.01 -1.66 2.58
H 0.19 -1.37 3.52
H 0.93 -1.97 2.35
O 2.34 -0.06 -1.03
H 2.70 -0.94 -1.26
H 3.04 0.53 -0.62
```

The value obtained for the calculated total energy is -13065.15779 eV. As for the LUMO energy: 0.0 eV. As for the energy relative to the best compared isomer or geometry (same formula, charge and spin): 1.942 eV. For the HOMO energy, the calculation gives -0.32429 hartree. The calculation puts the HOMO-LUMO gap at 8.86 eV.


What did the first record say?
DFT (wB97M-V/def2-TZVPD) results for C3H17B2ClCrN3O10 as an isolated structure at a distorted geometry.

```
37
Properties=species:S:1:pos:R:3
Cr -21.20 16.11 -22.32
Cl -24.60 16.07 -20.70
O -25.19 17.00 -19.78
O -24.29 14.83 -20.06
O -25.52 15.95 -21.79
O -23.33 16.57 -21.12
B -19.48 15.16 -23.66
H -18.46 14.81 -23.69
H -20.04 14.75 -22.84
H -19.45 16.23 -23.52
H -19.95 15.03 -24.63
B -20.25 17.72 -21.15
H -20.72 17.92 -20.20
H -21.00 17.91 -21.90
H -19.41 18.38 -21.29
H -19.91 16.69 -21.14
C -21.16 13.99 -18.40
N -20.94 13.85 -19.85
O -21.23 14.73 -20.59
O -20.57 12.79 -20.27
H -20.53 14.81 -18.04
H -20.90 13.03 -17.95
H -22.20 14.32 -18.38
C -24.18 12.51 -22.67
N -23.51 13.78 -23.30
O -22.54 14.16 -22.75
O -24.00 14.41 -24.22
H -23.53 11.93 -22.01
H -24.47 11.88 -23.51
H -25.09 12.89 -22.19
C -24.08 17.84 -25.30
N -22.64 17.43 -25.00
O -22.35 17.09 -23.88
O -21.85 17.15 -25.90
H -24.66 16.92 -25.36
H -24.20 18.42 -26.22
H -24.50 18.38 -24.45
```

The value obtained for the calculated total energy is -70609.54239 eV. As for the LUMO energy (alpha / beta): 2.2 / 2.2 eV. As for the energy relative to the best compared isomer or geometry (same formula, charge and spin): 3.127 eV. For the HOMO energy (alpha / beta), the calculation gives -0.17293 / -0.23524 hartree. The calculation puts the HOMO-LUMO gap (alpha / beta) at 6.95 / 8.63 eV. The spin multiplicity is 5. As for the total charge: -1.


Question: What is the calculated total energy in the fourth record?
Answer: -13065.19926 eV